(1)
Computed, not measured: a structure of composition C18H37BeF3LiN4O11PS at a distorted geometry, with wB97M-V/def2-TZVPD.

```
77
Properties=species:S:1:pos:R:3:forces:R:3
N -9.362 1.451 1.971 -1.35 -0.40 0.92
C -9.879 0.194 2.588 0.78 0.77 0.13
C -8.765 -0.596 3.272 -1.08 -0.31 0.09
C -8.018 -1.520 2.302 0.05 1.81 0.70
P -6.271 -1.036 2.021 1.04 -2.87 -0.31
N -6.228 0.308 0.751 -1.02 2.39 0.37
C -7.130 0.156 -0.314 -0.07 -3.44 -1.43
O -7.284 -0.907 -0.839 0.06 1.26 0.75
F -7.755 1.225 -0.787 0.32 0.76 0.38
C -6.206 1.545 1.313 0.01 -1.28 0.08
O -7.075 2.359 1.466 1.40 1.98 -0.84
F -5.000 1.872 1.811 0.47 0.00 0.11
H -9.010 1.279 1.049 -0.17 0.05 -0.27
H -8.601 1.739 2.563 -0.24 0.50 -0.01
H -10.593 0.468 3.385 -0.08 -0.41 0.10
H -10.410 -0.392 1.856 -0.22 -0.49 0.10
H -9.267 -1.223 3.989 -0.18 -0.37 0.15
H -8.116 0.070 3.841 0.23 0.30 -0.10
H -7.960 -2.509 2.737 0.25 -0.43 0.01
H -8.624 -1.634 1.413 0.15 -0.26 -0.43
H -5.953 -0.264 3.172 -0.41 0.55 -0.38
N -2.124 0.392 1.627 0.11 0.08 0.14
C -1.136 0.348 2.575 -0.02 -0.02 0.00
C 0.069 0.213 1.922 -0.14 0.04 0.08
C -0.200 0.181 0.538 -0.07 0.08 -0.11
C -1.565 0.295 0.383 0.11 0.01 -0.08
H -3.101 0.480 1.815 -0.04 -0.09 0.05
H -1.370 0.414 3.623 0.02 -0.03 0.02
H 1.035 0.145 2.391 0.02 -0.02 0.00
H 0.516 0.084 -0.260 0.03 -0.02 -0.04
H -2.174 0.312 -0.504 0.04 -0.06 -0.05
Be -5.773 3.996 1.585 -1.11 -0.23 0.54
F -10.693 -2.262 2.779 0.12 0.11 -0.15
O -4.945 2.278 -1.618 -0.27 0.22 0.55
H -4.923 1.430 -1.163 0.24 -0.19 -0.27
H -5.855 2.376 -1.920 0.06 -0.03 -0.22
N 1.466 -2.174 -1.478 -0.05 -0.13 -0.02
O 1.465 -1.043 -1.980 -0.07 0.20 -0.05
O 2.120 -2.384 -0.448 0.14 0.05 0.11
O 0.818 -3.080 -1.998 -0.12 -0.09 -0.04
Li -11.204 2.134 3.030 1.19 0.45 -0.12
O 4.695 -1.139 -2.047 0.11 0.01 0.13
H 4.031 -1.439 -1.417 -0.12 0.03 -0.02
H 5.479 -0.966 -1.506 -0.17 -0.04 -0.10
C 10.791 -1.386 -1.118 -0.04 0.13 0.09
C 10.641 0.138 -1.036 -0.02 -0.05 0.04
C 9.314 0.503 -1.715 0.33 0.24 0.11
S 8.246 -0.929 -1.527 0.27 0.02 0.20
O 7.984 -1.483 -2.827 -0.13 0.00 -0.01
O 7.177 -0.612 -0.606 -0.03 -0.07 -0.20
C 9.444 -1.964 -0.697 0.33 -0.08 0.10
H 11.597 -1.746 -0.481 0.01 -0.02 0.00
H 11.019 -1.676 -2.140 0.08 -0.03 -0.01
H 10.617 0.445 0.012 -0.03 -0.01 0.01
H 11.476 0.653 -1.508 0.00 0.00 -0.02
H 8.838 1.363 -1.251 -0.15 -0.04 -0.06
H 9.442 0.680 -2.780 -0.09 -0.09 -0.04
H 9.300 -2.998 -0.999 -0.16 0.03 -0.04
H 9.286 -1.861 0.376 -0.07 0.01 -0.01
C -7.464 4.919 3.328 1.04 1.18 -0.04
C -9.029 4.858 3.449 -0.55 -0.78 -0.42
O -9.383 3.781 4.151 -0.56 0.10 -0.45
H -7.091 4.031 2.806 -0.42 -0.60 0.19
H -7.175 5.806 2.751 -0.08 0.25 -0.06
H -6.986 4.981 4.304 0.12 -0.20 -0.01
H -9.401 4.918 2.403 -0.02 -0.27 -0.05
H -9.318 5.843 3.875 0.35 -0.13 0.35
C 11.056 -2.936 -4.769 0.15 0.08 0.01
C 12.515 -2.752 -5.104 -0.05 -0.04 -0.02
O 13.212 -1.990 -4.478 0.08 0.09 0.08
C 13.064 -3.561 -6.254 0.22 0.13 0.07
H 10.802 -2.297 -3.933 -0.11 0.04 -0.01
H 10.437 -2.660 -5.622 -0.06 -0.17 -0.02
H 10.863 -3.975 -4.496 -0.10 -0.02 -0.15
H 12.530 -3.313 -7.173 -0.09 -0.14 0.01
H 12.955 -4.626 -6.047 -0.13 -0.01 -0.10
H 14.118 -3.332 -6.386 0.01 0.01 0.01
```
Positions in Å, forces in eV/Å.

As for the HOMO energy: -7.500 eV. As for the HOMO-LUMO gap: 0.05406 hartree. The molar mass is 621.5 g/mol.

Here are the Löwdin charges for atoms 1 to 5, given in e: N -0.03; C -0.30; C -0.28; C -0.37; P 1.07



(2)
Computed, not measured: a structure of composition C18H37Br3NO16S3Tl at a distorted geometry, with wB97M-V/def2-TZVPD.

```
79
Properties=species:S:1:pos:R:3:forces:R:3
Tl 0.874 4.354 -1.038 -0.23 -0.02 0.22
N 0.615 0.295 -0.081 -1.31 0.78 0.34
O 0.867 1.456 -0.388 0.59 -0.73 0.19
O 0.553 -0.075 1.090 0.54 0.02 -0.39
O 0.265 -0.500 -0.969 0.44 -0.25 -0.15
O 3.060 2.729 -2.181 -0.79 -0.24 0.42
C 3.600 1.786 -2.706 0.99 0.65 -0.15
O 4.772 1.990 -3.322 -0.12 -0.02 0.15
C 5.251 0.773 -3.897 -0.57 -1.22 -0.27
C 3.978 -0.062 -4.042 -0.94 0.16 -1.13
C 3.189 0.326 -2.808 0.55 0.50 0.59
H 5.934 0.263 -3.214 0.23 0.34 -0.03
H 5.704 0.955 -4.866 0.21 0.28 0.18
H 4.101 -1.116 -4.280 0.30 -0.06 0.54
H 3.379 0.320 -4.879 0.35 0.08 -0.17
H 3.618 -0.168 -1.928 -0.30 0.00 0.09
H 2.104 0.293 -2.806 0.00 -0.40 -0.16
O 6.902 1.198 1.122 -0.65 -0.21 -0.05
C 5.811 0.709 1.276 1.29 1.04 0.22
O 5.349 -0.266 0.537 -0.40 -0.94 -1.46
C 4.038 -0.693 0.952 0.27 0.12 1.25
C 3.951 -0.174 2.415 -0.55 0.00 -0.59
C 4.823 1.087 2.344 -0.32 -0.40 0.35
H 4.025 -1.772 0.822 -0.09 -0.02 0.17
H 3.254 -0.245 0.340 0.24 0.17 -0.20
H 4.283 -0.901 3.151 0.13 -0.02 -0.09
H 2.919 0.115 2.627 -0.01 -0.17 0.23
H 5.390 1.357 3.230 -0.34 0.13 0.12
H 4.204 1.906 1.973 0.34 0.28 0.05
O -0.076 4.306 1.618 0.34 -0.27 0.96
S 0.010 4.180 3.065 -0.58 -0.37 0.28
O 0.281 5.332 3.869 0.03 -0.74 -0.46
O -1.398 3.522 3.496 0.99 0.46 -1.14
C -1.701 3.453 4.878 -0.53 -0.83 1.97
C -3.004 2.670 5.088 0.80 0.94 0.38
C 1.136 2.810 3.460 -0.16 0.64 -0.41
H -1.772 4.434 5.353 -0.08 0.16 -0.49
H -0.947 2.921 5.476 0.36 0.05 -0.62
H -3.820 3.298 4.736 -0.33 -0.50 -0.12
H -3.069 2.560 6.172 -0.33 0.07 -0.03
H -2.966 1.657 4.696 -0.13 0.11 -0.38
H 1.241 2.638 4.528 -0.23 0.27 0.05
H 2.101 3.108 3.054 0.01 -0.05 -0.02
H 0.750 1.921 2.967 0.00 0.05 -0.10
O -1.685 2.672 -0.299 -0.93 -0.32 -0.54
S -3.075 2.257 -0.174 -0.54 -0.72 1.28
O -4.169 3.167 -0.278 0.80 0.08 -0.16
O -3.408 1.042 -1.188 0.75 0.40 0.10
C -2.506 0.766 -2.277 -0.29 -0.12 0.08
C -3.076 -0.400 -3.058 -0.25 0.38 0.10
C -3.247 1.327 1.379 0.08 0.70 -1.25
H -1.502 0.542 -1.893 -0.14 -0.11 0.15
H -2.381 1.663 -2.890 -0.23 -0.05 -0.10
H -4.066 -0.190 -3.467 0.27 0.48 -0.37
H -3.309 -1.279 -2.453 0.75 -0.07 0.16
H -2.342 -0.575 -3.847 -0.33 -0.49 -0.17
H -2.622 0.445 1.282 0.15 0.00 0.25
H -4.296 1.057 1.449 -0.03 0.03 0.13
H -2.928 2.019 2.155 0.00 -0.15 0.13
O -3.568 -3.965 1.612 0.34 -0.17 -0.39
S -2.470 -4.116 0.701 -0.43 -0.26 -0.08
O -1.258 -4.765 1.129 -0.54 0.10 -0.72
O -2.992 -4.804 -0.670 1.02 0.72 0.90
C -4.417 -4.968 -0.908 -0.48 -0.82 0.45
C -4.599 -5.238 -2.394 0.26 0.38 0.75
C -2.010 -2.513 0.104 0.49 0.28 0.16
H -4.975 -4.113 -0.524 0.13 0.12 -0.22
H -4.697 -5.830 -0.298 -0.22 0.06 -0.20
H -5.627 -5.529 -2.594 -0.02 0.03 -0.03
H -3.933 -6.051 -2.677 -0.04 0.01 -0.20
H -4.365 -4.318 -2.930 -0.04 -0.15 -0.29
H -1.227 -2.125 0.756 -0.05 -0.17 0.14
H -2.858 -1.836 0.154 -0.18 -0.13 -0.32
H -1.579 -2.635 -0.889 -0.23 0.09 -0.03
C 0.275 -3.122 -3.167 0.04 -0.73 -0.27
Br 1.526 -3.058 -4.634 -0.40 0.07 0.39
Br 1.123 -3.971 -1.645 -0.37 0.21 -0.16
Br -1.302 -4.180 -3.615 0.67 0.48 0.27
H -0.021 -2.121 -2.883 -0.05 0.01 -0.04
```
Positions in Å, forces in eV/Å.

As for the HOMO energy: -15.149 eV. As for the HOMO-LUMO gap: 0.07504 hartree. The charge is +2. The molar mass is 1063.8 g/mol.

Here are the Löwdin charges for atoms 1 to 5, given in e: Tl 1.17; N -0.54; O 0.03; O 0.16; O 0.11



(3)
Computed, not measured: the ion C18H37BrO7P with charge +1 at a distorted geometry, with wB97M-V/def2-TZVPD.

```
64
Properties=species:S:1:pos:R:3:forces:R:3
C -2.463 -3.563 -0.289 -0.20 0.09 0.22
C -3.482 -2.478 -0.618 -0.13 -0.70 0.05
O -2.898 -1.527 -1.477 0.17 0.37 -0.17
C -3.756 -0.423 -1.789 0.63 -0.32 0.38
C -3.058 0.879 -1.434 -0.49 0.07 0.10
O -2.435 1.530 -2.519 0.13 0.07 0.01
C -1.538 0.716 -3.249 0.34 0.22 -0.14
C -0.354 0.227 -2.446 -0.22 -0.53 -0.25
O 0.727 1.154 -2.446 0.29 0.11 0.08
C 0.593 2.165 -1.502 -0.15 -0.29 0.22
P 1.245 1.740 0.148 -0.05 0.69 -0.31
C 2.992 1.286 0.160 -0.15 -0.46 0.30
C 3.404 -0.173 -0.070 -0.28 -0.21 0.09
C 2.652 -0.918 -1.162 0.57 0.09 -0.37
C 3.194 -2.339 -1.391 -0.70 0.16 -0.24
O 4.567 -2.420 -1.051 0.29 -0.31 0.80
C 4.829 -3.130 0.087 2.16 1.16 1.94
O 5.613 -2.738 0.951 -2.07 -0.99 -2.52
C 1.119 3.303 1.074 0.21 -0.41 -0.11
C 0.626 3.188 2.506 -0.34 0.78 0.13
C -0.897 3.069 2.592 0.39 0.00 0.28
Br 1.174 4.863 3.396 0.05 -0.23 0.05
O 0.263 0.625 0.685 0.46 0.18 0.43
C 0.669 -0.249 1.787 -0.30 -0.65 -0.14
C -0.544 -0.786 2.541 -0.23 -0.02 -0.42
C -1.817 -0.748 1.709 0.08 -0.01 0.40
O -0.693 -0.103 3.766 0.29 0.12 -0.04
H -2.245 -3.600 0.774 0.10 0.06 0.18
H -2.852 -4.538 -0.551 0.09 -0.21 -0.19
H -1.536 -3.383 -0.820 0.14 -0.03 -0.19
H -4.342 -2.948 -1.095 -0.20 0.11 -0.16
H -3.847 -2.015 0.301 -0.05 0.25 0.04
H -3.975 -0.451 -2.851 -0.33 0.04 -0.16
H -4.666 -0.510 -1.206 -0.31 0.02 -0.04
H -3.789 1.579 -1.042 -0.09 0.25 -0.11
H -2.364 0.675 -0.616 0.17 -0.02 0.03
H -2.023 -0.131 -3.730 -0.27 -0.17 0.13
H -1.148 1.341 -4.047 -0.04 0.12 -0.16
H -0.652 -0.043 -1.437 0.03 0.01 0.15
H 0.018 -0.687 -2.900 0.22 -0.02 -0.15
H -0.454 2.434 -1.337 -0.14 0.18 0.01
H 1.121 3.057 -1.832 0.14 0.15 -0.07
H 3.356 1.592 1.140 0.06 0.13 0.16
H 3.482 1.951 -0.548 -0.10 0.18 -0.26
H 4.460 -0.179 -0.309 0.21 0.06 -0.04
H 3.330 -0.723 0.864 -0.02 0.01 0.22
H 2.762 -0.364 -2.091 -0.07 0.14 -0.12
H 1.585 -0.979 -0.962 -0.18 -0.02 0.07
H 2.587 -3.053 -0.836 0.18 -0.21 0.26
H 3.076 -2.588 -2.440 0.14 -0.12 -0.18
H 4.317 -4.101 0.146 -0.15 0.12 -0.02
H 2.114 3.739 1.045 0.21 0.02 -0.04
H 0.473 3.972 0.512 -0.20 0.12 -0.06
H 1.129 2.425 3.082 0.14 -0.24 -0.01
H -1.325 4.044 2.775 -0.20 0.21 -0.21
H -1.304 2.660 1.673 -0.16 -0.17 -0.10
H -1.168 2.447 3.435 -0.10 -0.17 0.07
H 1.172 -1.097 1.338 0.15 -0.05 -0.23
H 1.364 0.246 2.457 -0.01 0.20 0.16
H -0.338 -1.838 2.730 0.24 -0.13 0.30
H -2.581 -1.346 2.197 -0.09 -0.09 0.17
H -2.183 0.274 1.653 -0.03 0.15 -0.25
H -1.678 -1.168 0.719 0.09 0.13 -0.19
H -1.609 0.156 3.850 -0.32 0.05 0.23
```
Positions in Å, forces in eV/Å.

As for the HOMO energy: -12.470 eV. For the energy above the lowest of the compared OMol25 structures with the same formula, charge and spin, the calculation gives 0.00 kJ/mol. As for the HOMO-LUMO gap: 0.36972 hartree. The charge is +1. The molar mass is 476.4 g/mol.

Here are the Löwdin charges for atoms 1 to 5, given in e: C -0.06; C -0.29; O -0.17; C -0.15; C -0.18